## P
The following is a quantum chemistry calculation of a 3-piece molecular cluster, C2H13N5 overall, from the Open Molecules 2025 dataset.

CARTESIAN COORDINATES (ANGSTROEM)
H 1.810 0.350 -1.476
N 2.146 0.405 -0.506
N 1.929 -0.736 0.040
H 2.343 -0.732 0.979
C -1.622 -1.560 0.487
N -0.738 -0.809 -0.397
N -0.954 -1.031 -1.789
H -1.360 -1.329 1.518
H -1.529 -2.644 0.338
H -2.664 -1.279 0.310
H 0.318 -1.048 -0.194
H -0.872 -2.026 -2.010
H -1.899 -0.738 -2.025
C 0.579 2.069 1.209
N 0.436 1.589 -0.148
H 0.704 1.202 1.863
H 1.468 2.695 1.314
H -0.291 2.638 1.559
H 0.484 2.342 -0.823
H -0.287 0.643 -0.251

Calculated values
- SMILES string: [H]/N=N/[H].CNN.CN
- E_HOMO: -7.686 eV



## Q
The following is a quantum chemistry calculation of a 3-piece molecular cluster, C2H13N5 overall, from the Open Molecules 2025 dataset.

CARTESIAN COORDINATES (ANGSTROEM)
C 1.001 0.237 -0.033
C 2.264 1.013 -0.425
N -0.154 0.561 -0.792
N 1.250 -1.264 -0.066
H 0.801 0.429 1.035
H 1.594 -1.511 -0.993
H 0.095 0.828 -1.739
H -1.302 1.026 0.115
H 1.971 -1.537 0.600
H 2.091 2.084 -0.313
H 2.512 0.815 -1.472
H 3.126 0.734 0.188
N -2.346 -1.220 0.693
N -2.130 1.007 0.873
N -1.534 -1.580 -0.221
H -1.852 -1.215 1.586
H -0.488 -1.672 -0.092
H -1.913 -1.564 -1.161
H -3.049 1.252 0.526
H -1.937 1.575 1.691

Calculated values
- E_HOMO (spin up / spin down): -6.976 / -6.977 eV



Relative to the most stable structure, the computed energies are P 0.0137; Q 0.0000, all in hartree.



## P
The following is a quantum chemistry calculation of one molecule with the formula C5H8N2O2S, from the Open Molecules 2025 dataset.

CARTESIAN COORDINATES (ANGSTROEM)
C 4.082 0.655 -0.538
C 4.513 0.260 0.835
C -0.313 1.675 0.385
C 0.065 0.340 -0.245
C 1.177 -0.321 0.550
N 3.536 -0.480 -1.111
N 3.192 -1.539 -0.347
O 4.232 1.684 -1.094
O 1.607 -1.540 -0.034
S 3.948 -1.187 1.167
H -0.358 1.385 1.412
H 0.568 2.345 0.140
H -1.287 2.229 -0.064
H 0.320 0.383 -1.244
H -0.808 -0.329 -0.163
H 2.023 0.323 0.344
H 0.974 -0.513 1.570
H 3.295 -0.351 -2.096

Calculated values
- E_HOMO: -9.693 eV



## Q
The following is a quantum chemistry calculation of one molecule with the formula C5H8N2O2S, from the Open Molecules 2025 dataset.

CARTESIAN COORDINATES (ANGSTROEM)
C 3.131 -0.530 -1.517
C 2.492 -1.752 -1.017
C -1.758 -0.980 1.387
C -1.793 0.034 0.239
C -0.933 1.251 0.506
N 1.990 0.690 -1.382
N 0.767 0.263 -0.811
O 4.097 -0.307 -2.147
O 0.486 1.070 0.352
S 1.037 -1.489 -0.418
H -2.178 -0.590 2.286
H -2.295 -1.907 1.269
H -0.700 -1.333 1.667
H -2.886 0.490 0.157
H -1.358 -0.331 -0.812
H -1.254 2.092 -0.180
H -0.991 1.722 1.483
H 2.146 1.605 -1.061

Calculated values
- E_HOMO: -8.850 eV



## R
The following is a quantum chemistry calculation of one molecule with the formula C5H8N2O2S, from the Open Molecules 2025 dataset.

CARTESIAN COORDINATES (ANGSTROEM)
H 2.580 1.085 -2.010
N 1.973 1.002 -1.221
N 2.471 0.160 -0.396
O 3.513 -0.511 -0.490
C 1.794 0.143 0.871
C 0.672 0.798 1.188
C -0.399 1.331 0.295
C -1.510 0.346 0.018
S -3.018 0.931 -0.371
O -1.240 -0.907 0.004
C -2.080 -1.972 -0.432
H 2.245 -0.222 1.721
H 0.374 0.800 2.319
H -0.758 2.208 0.556
H 0.224 1.587 -0.567
H -1.929 -2.749 0.211
H -1.732 -2.342 -1.510
H -3.178 -1.688 -0.186

Calculated values
- SMILES string: [H]/N=[N+]([O-])/C=C\CC(=S)OC
- E_HOMO: -8.601 eV



## S
The following is a quantum chemistry calculation of a 2-piece molecular cluster, C5H8N2O2S overall, from the Open Molecules 2025 dataset.

CARTESIAN COORDINATES (ANGSTROEM)
C 2.819 -0.474 -0.670
C 2.040 -0.667 0.363
C 0.642 -0.288 0.429
N 0.165 0.421 -0.471
S -1.494 0.863 -0.260
C -1.234 2.572 0.302
O -2.103 0.136 0.828
O -2.168 0.839 -1.532
H 2.573 -0.094 -1.674
H 3.872 -0.714 -0.605
H 2.602 -1.199 1.102
H 0.092 -0.636 1.350
H -0.300 2.333 0.685
H -0.972 3.211 -0.503
H -2.168 2.780 0.850
C -1.498 -3.004 -0.031
N -0.350 -3.029 0.172
H -2.515 -3.050 -0.335

Calculated values
- SMILES string: C=C/C=N/S(C)(=O)=O.C#N
- E_HOMO: -10.399 eV



Relative to the most stable structure, the computed energies are P 0.1079; Q 0.1189; R 0.0766; S 0.0000, all in hartree.



## P
The following is a quantum chemistry calculation of C5H8S as an isolated structure, from the Open Molecules 2025 dataset.

CARTESIAN COORDINATES (ANGSTROEM)
C 0.219 0.660 -1.329
C 0.854 0.436 -0.246
C -0.366 -0.387 -0.511
C 2.017 0.582 0.680
C -1.826 -0.010 0.682
S -0.314 -2.210 -0.868
H 0.244 1.211 -2.214
H 2.948 0.945 0.205
H 2.056 -0.443 0.934
H 1.709 1.115 1.655
H -1.519 -0.496 1.685
H -2.695 -0.508 0.282
H -1.983 1.054 0.744
H -1.342 -1.949 -1.698

Calculated values
- E_HOMO: -8.562 eV



## Q
The following is a quantum chemistry calculation of one molecule with the formula C5H8S, from the Open Molecules 2025 dataset.

CARTESIAN COORDINATES (ANGSTROEM)
C 1.160 -1.424 -0.394
C 0.307 -0.434 -0.166
C 0.659 0.925 -0.845
C -0.977 -0.620 0.497
C -1.905 0.468 0.953
S -2.487 -0.339 -0.584
H 2.115 -1.203 -1.048
H 1.013 -2.368 -0.055
H -0.318 1.160 -1.306
H 0.817 1.778 -0.120
H 1.641 0.900 -1.547
H -1.108 -1.520 1.105
H -2.235 0.675 1.972
H -1.436 1.386 0.654

Calculated values
- SMILES string: C=C(C)[C@H]1CS1
- E_HOMO: -8.962 eV



Relative to the most stable structure, the computed energies are P 0.0640; Q 0.0000, all in hartree.



## P
The following is a quantum chemistry calculation of one molecule with the formula C5H8S, from the Open Molecules 2025 dataset.

CARTESIAN COORDINATES (ANGSTROEM)
C -1.306 2.772 -0.023
C -0.258 1.941 0.025
C 0.338 0.608 -0.040
C -0.869 -0.383 0.551
S 1.036 0.000 -1.316
C 1.333 -1.622 -0.612
H -2.086 3.527 0.177
H 0.856 0.508 0.851
H -1.096 0.058 1.580
H -0.596 -1.480 0.603
H -1.688 -0.329 -0.286
H 1.804 -1.379 0.468
H 2.029 -1.948 -1.464
H 0.502 -2.272 -0.513

Calculated values
- SMILES string: C#C[C@@H](C)SC
- E_HOMO: -8.382 eV



## Q
The following is a quantum chemistry calculation of C5H8S as an isolated structure, from the Open Molecules 2025 dataset.

CARTESIAN COORDINATES (ANGSTROEM)
C -2.951 -0.453 -0.273
C -1.868 -0.419 0.411
C -0.779 0.758 -0.013
C 2.014 0.015 0.188
C 3.249 -0.294 -0.182
H -2.981 0.597 -1.018
H -3.632 -1.248 -0.203
H -1.468 -1.234 1.337
H -1.081 1.423 -0.984
H -0.239 1.366 0.839
H 1.502 1.279 0.382
H 3.994 0.376 0.127
H 3.685 -1.564 -0.481
S 0.555 -0.601 -0.129

Calculated values
- E_HOMO: -8.136 eV



Relative to the most stable structure, the computed energies are P 0.0000; Q 0.0599, all in hartree.



## P
The following is a quantum chemistry calculation of one molecule with the formula C5H8S, from the Open Molecules 2025 dataset.

CARTESIAN COORDINATES (ANGSTROEM)
C 1.302 -1.758 0.169
C 0.962 -0.345 -0.036
S 2.264 0.817 -0.232
C -0.340 0.129 0.102
C -2.012 0.354 0.048
C -0.982 1.438 -0.246
H 0.420 -2.389 0.110
H 1.519 -1.932 1.249
H 2.033 -2.298 -0.411
H 1.641 1.976 -0.554
H -2.417 -0.452 -0.535
H -2.393 0.493 1.070
H -0.804 1.822 -1.231
H -1.193 2.144 0.497

Calculated values
- SMILES string: CC(S)=C1CC1
- E_HOMO: -7.987 eV



## Q
The following is a quantum chemistry calculation of one molecule with the formula C5H8S, from the Open Molecules 2025 dataset.

CARTESIAN COORDINATES (ANGSTROEM)
C -0.362 1.352 1.476
C 0.403 0.144 0.900
C 0.237 -0.324 -0.352
C -0.814 -0.112 -1.328
C 1.213 -1.417 -0.658
S 1.306 -2.326 -2.020
H 0.417 1.929 1.931
H -0.944 0.892 2.295
H -0.951 2.014 0.785
H 1.084 -0.322 1.644
H -0.404 0.107 -2.312
H -1.607 0.648 -1.064
H -1.467 -0.933 -1.455
H 1.890 -1.654 0.158

Calculated values
- SMILES string: C/C=C(\C)C=S
- E_HOMO: -8.475 eV



Relative to the most stable structure, the computed energies are P 0.0719; Q 0.0000, all in hartree.



## P
The following is a quantum chemistry calculation of one molecule with the formula C5H8S, from the Open Molecules 2025 dataset.

CARTESIAN COORDINATES (ANGSTROEM)
C 0.358 2.559 1.689
C 0.182 1.198 1.167
C 0.107 0.208 0.527
C 0.203 -1.093 -0.027
C -0.371 -1.126 -1.444
S -0.037 -2.669 -2.376
H -0.528 2.719 2.380
H 0.083 3.186 0.821
H 1.273 2.832 2.158
H 1.401 -1.255 -0.075
H -0.162 -1.898 0.694
H 0.043 -0.307 -1.998
H -1.428 -0.979 -1.405
H -1.123 -3.375 -2.110

Calculated values
- SMILES string: CC#CCCS
- E_HOMO: -9.133 eV



## Q
The following is a quantum chemistry calculation of one molecule with the formula C5H8S, from the Open Molecules 2025 dataset.

CARTESIAN COORDINATES (ANGSTROEM)
C -2.111 -1.017 0.369
C -1.341 -0.323 -0.499
C -0.346 0.714 -0.107
C 1.020 0.372 -0.521
C 2.130 0.297 0.470
S 1.687 -1.407 -0.176
H -1.958 -0.705 1.384
H -2.866 -1.768 0.016
H -1.503 -0.484 -1.507
H -0.473 0.940 0.979
H -0.655 1.658 -0.512
H 1.317 0.611 -1.502
H 1.983 0.496 1.497
H 3.117 0.616 0.110

Calculated values
- SMILES string: C=CC[C@H]1CS1
- E_HOMO: -8.674 eV



Relative to the most stable structure, the computed energies are P 0.0205; Q 0.0000, all in hartree.